[1]
The following is a DFT calculation (ωB97M-V with the def2-TZVPD basis set) of a structure of composition C37H33N6O5PdS at a distorted geometry.

```
83
Properties=species:S:1:pos:R:3:forces:R:3:lowdin_charge:R:1
Pd 2.151473 0.453462 1.165183 -0.09 0.24 -0.27 0.7756
C -2.539826 -1.899823 -2.788743 0.11 0.60 -0.41 0.0160
C -2.752080 -1.330032 -1.430021 1.18 0.82 1.03 -0.5180
C -4.157616 -1.576706 -0.935436 0.48 -0.88 0.94 0.0132
O -2.516143 0.107865 -1.352820 1.10 -1.11 -0.33 -0.0285
C -1.192646 0.343582 -0.825181 0.49 -0.74 0.14 -0.1441
C -0.695976 -1.001056 -0.211129 -0.93 0.64 -0.78 -0.1412
O -1.764366 -1.910098 -0.535593 -0.23 0.07 0.26 -0.0282
C 0.730716 -1.518196 -0.740116 -1.81 0.79 -0.25 -0.3405
O 1.720083 -0.493109 -0.814971 -0.08 -0.59 1.55 -0.1682
C 0.496442 -2.073646 -2.136315 1.95 1.57 -0.60 -0.1063
C 0.344625 -3.388508 -2.340809 0.03 -1.96 -0.12 -0.0538
C 0.288109 -3.950157 -3.622032 0.48 -1.38 1.74 -0.1199
C 0.390644 -3.120483 -4.675938 -0.76 0.16 -2.87 -0.1157
C 0.541506 -1.723725 -4.549790 0.01 -1.17 -1.44 -0.0535
C 0.746985 -1.227639 -3.285750 -0.39 1.19 0.92 -0.2851
C 1.203410 -2.536623 0.252016 -1.29 -0.77 0.94 -0.1734
C 2.521074 -2.853369 0.213816 2.10 -0.61 0.63 -0.0572
C 3.061395 -3.714295 1.163850 -0.52 -1.09 1.60 -0.0646
C 2.278659 -4.236944 2.232972 0.03 1.31 -2.30 -0.0692
C 0.921893 -3.939978 2.229303 0.96 0.11 -0.70 -0.0980
C 0.378574 -3.175060 1.245504 -0.71 2.21 -2.24 -0.0065
C -1.309790 1.464383 0.271401 -0.83 0.22 -1.87 -0.3232
O -0.050231 1.391250 0.900372 -1.37 -3.79 -3.66 -0.0212
C -2.551516 1.178314 1.116714 -1.12 -0.08 0.72 -0.1041
C -3.894395 1.536014 0.664943 0.68 -0.53 0.40 0.0124
C -4.974133 1.250198 1.529651 1.48 0.48 -1.31 -0.0883
C -4.737981 0.732274 2.773926 0.40 -0.63 -0.05 -0.1313
C -3.511791 0.296784 3.182743 0.72 0.86 -0.63 -0.0802
C -2.403599 0.540923 2.363836 -0.01 0.72 0.16 -0.0059
C -1.561937 2.846490 -0.397162 1.04 -0.35 -0.09 -0.1410
C -1.602076 2.944673 -1.779824 -0.47 2.49 -0.71 0.0087
C -1.766365 4.266120 -2.366897 0.32 -0.46 0.78 -0.0661
C -1.980003 5.387170 -1.574266 0.81 -1.23 0.82 -0.1073
C -1.912763 5.231827 -0.154935 0.68 1.17 -0.57 -0.0850
C -1.614200 4.004963 0.417457 -1.03 -0.30 -0.55 -0.0280
H -3.379835 -1.496322 -3.358538 0.31 -0.41 -0.66 0.1025
H -2.452597 -2.976435 -2.774810 -0.75 -0.40 0.18 0.0957
H -1.558767 -1.643259 -3.166248 -0.29 0.67 -0.37 0.0630
H -4.933536 -1.024689 -1.423644 -0.11 0.62 -0.60 0.0828
H -4.182373 -1.327542 0.118427 -0.13 -0.02 0.28 0.0795
H -4.400714 -2.633302 -1.066455 0.07 -0.04 0.13 0.0921
H -0.396841 0.516066 -1.593877 -1.21 0.86 0.36 0.1296
H -0.643520 -0.911350 0.863338 0.01 -0.04 0.36 0.1182
H 0.390979 -4.077822 -1.506465 -0.32 0.11 0.16 0.1221
H 0.337619 -5.057404 -3.669825 -0.36 0.88 -0.38 0.1076
H 0.281261 -3.609400 -5.687845 0.29 0.92 0.95 0.1150
H 0.550851 -1.108379 -5.475822 0.28 -0.41 1.09 0.1094
H 1.608323 -0.016903 -1.779178 -0.26 0.12 0.06 0.0098
H 3.244976 -2.412851 -0.475780 -0.65 -0.02 -0.13 0.1262
H 4.098382 -4.027199 1.111859 0.06 0.25 -0.04 0.0926
H 2.673366 -4.856142 2.983884 0.68 -0.67 0.77 0.0762
H 0.261962 -4.278090 2.954755 -0.90 -0.85 1.45 0.0802
H -0.717133 -2.942817 1.187303 1.18 -0.50 0.36 0.1284
H -4.081897 2.011471 -0.340438 0.43 -0.68 1.31 0.1371
H -5.999584 1.379084 1.268060 -0.46 0.57 -0.50 0.0909
H -5.517839 0.652549 3.457993 -1.51 -0.29 0.94 0.0788
H -3.423188 -0.071399 4.180188 0.36 -0.33 0.45 0.0941
H -1.423769 0.436700 2.841861 -0.09 -0.31 -0.68 0.1209
H -1.544021 2.097368 -2.448753 0.17 -0.03 0.19 0.1049
H -1.582451 4.531656 -3.413103 -0.38 -0.93 0.09 0.0971
H -1.987593 6.347507 -2.088080 -0.28 -0.03 0.51 0.0914
H -1.893348 6.169317 0.439454 -0.29 -0.87 -0.18 0.1027
H -1.572409 3.879029 1.501579 0.18 0.17 -0.26 0.1230
N 1.209351 2.626510 3.303777 -0.80 -1.82 -1.14 0.0048
C 1.898335 3.476479 4.000738 0.08 1.34 -0.08 -0.2963
N 3.220356 3.257370 4.059647 -0.33 -0.08 0.07 0.1251
C 3.272369 2.145473 3.319042 -0.21 0.81 1.34 -0.4452
N 2.122907 1.702646 2.866429 -0.94 0.69 0.28 -0.0707
C 4.461372 1.516666 2.930896 1.34 -0.03 -1.27 -0.2181
C 5.717752 1.707097 3.530393 0.27 -1.54 -0.10 -0.0611
N 6.741359 0.979693 3.102444 -0.27 -0.78 -0.94 0.0630
C 6.544583 0.144928 2.022758 0.29 0.94 0.40 -0.1175
C 5.363448 0.134720 1.290365 0.01 1.16 2.26 -0.0814
N 4.314423 0.846659 1.791002 1.15 -1.68 -1.01 0.0383
H 0.104762 1.997842 1.521494 0.65 4.26 4.25 -0.0229
H 1.385725 4.380194 4.243333 0.08 0.49 0.88 0.0849
H 5.861197 2.272350 4.451818 -0.19 0.16 -0.47 0.1174
H 7.402625 -0.471714 1.744422 -0.27 0.25 0.03 0.0955
H 5.218902 -0.418696 0.389880 -0.12 -0.26 -0.41 0.0968
O 2.390997 0.524391 -5.272653 -0.75 1.06 1.08 -0.6443
S 1.646988 1.221108 -4.130436 0.26 -2.45 -0.29 0.8356
N 1.080077 0.100031 -3.011160 0.33 1.13 -1.58 -0.3476
```
Forces are in eV/Å.

Output
frontier orbital gap (alpha / beta)	6.37 / 7.22	eV
spin multiplicity	3
total charge	-1
ΔE to the lowest compared entry with this formula, charge and spin	11.93	kJ/mol
highest occupied orbital energy (alpha / beta)	-4.181 / -5.073	eV
expectation value of S²	2.01
F_max	6.05	eV/Å

[2]
The following is a DFT calculation (ωB97M-V with the def2-TZVPD basis set) of a structure of composition C37H34GeN2O2S2Tc at a distorted geometry.

```
79
Properties=species:S:1:pos:R:3:forces:R:3:lowdin_charge:R:1
Tc 1.787576 0.190176 0.129212 -0.57 0.33 -0.82 0.9194
S 0.410369 1.276813 1.602843 -0.04 0.14 0.39 0.8225
C -1.128355 0.567010 1.407283 -0.05 -0.14 -0.10 -0.5591
N -2.097278 0.718191 2.264149 -0.04 -0.06 0.09 -0.0490
C -3.362269 -0.024959 2.072997 0.19 0.02 0.00 -0.0518
C -3.724198 -0.005613 0.617704 0.02 -0.05 -0.01 -0.0425
N -2.586588 -0.526507 -0.179012 -0.09 -0.04 -0.15 -0.0267
C -2.989448 -1.358964 -1.361454 0.10 0.10 0.05 -0.0675
C -3.584829 -2.648407 -0.867909 -0.02 -0.01 0.02 -0.2430
C -4.910572 -2.950921 -1.157351 0.01 -0.03 0.01 -0.0310
C -5.458952 -4.145493 -0.709426 0.02 0.01 0.00 -0.0363
C -4.688537 -5.023216 0.038680 -0.01 0.00 0.02 -0.0370
C -3.361410 -4.723342 0.326801 -0.02 0.01 0.01 -0.0463
C -2.808714 -3.537060 -0.125431 -0.01 -0.01 -0.02 -0.0405
C -1.377189 -0.267201 0.173794 -0.07 0.15 0.32 -0.5045
S -0.002590 -0.810823 -0.783686 0.38 0.04 0.27 0.7835
C -1.971049 1.445304 3.568198 0.05 -0.03 -0.23 -0.0721
C -2.233873 0.499563 4.704446 -0.03 0.00 0.04 -0.2471
C -3.364392 0.661636 5.496547 0.03 -0.03 0.03 -0.0323
C -3.602905 -0.213111 6.548926 0.00 0.01 -0.02 -0.0401
C -2.719630 -1.252011 6.798324 0.01 -0.02 -0.01 -0.0415
C -1.586210 -1.415006 6.007998 -0.03 0.00 0.00 -0.0499
C -1.342551 -0.540698 4.962705 -0.02 0.00 0.01 -0.0410
H -4.132059 0.446373 2.679378 0.00 0.04 -0.03 0.1524
H -3.215549 -1.041816 2.444394 -0.08 -0.01 0.00 0.1608
H -3.945677 0.997787 0.244986 0.00 0.01 0.03 0.1628
H -4.579882 -0.650393 0.427547 0.03 -0.03 -0.01 0.1469
H -2.119821 -1.497590 -1.999361 0.00 0.00 0.04 0.0951
H -3.727959 -0.762935 -1.899286 0.01 0.00 -0.01 0.1486
H -5.512205 -2.269739 -1.748151 0.00 0.01 -0.01 0.1243
H -6.483719 -4.391009 -0.951244 -0.01 0.01 0.02 0.1234
H -5.121378 -5.946224 0.399595 0.01 -0.02 -0.03 0.1233
H -2.759603 -5.420658 0.893061 0.00 0.00 0.01 0.1186
H -1.766259 -3.319687 0.087979 0.01 0.01 -0.01 0.1035
H -2.711115 2.246083 3.535018 0.01 0.02 0.02 0.1474
H -0.980437 1.893267 3.609492 0.00 -0.03 0.00 0.0920
H -4.049722 1.480958 5.311229 0.00 0.01 0.00 0.1223
H -4.473255 -0.077414 7.175915 -0.01 -0.01 -0.01 0.1216
H -2.909321 -1.936255 7.613994 0.01 0.02 0.02 0.1215
H -0.890233 -2.214851 6.220683 0.00 -0.01 -0.01 0.1164
H -0.446936 -0.658213 4.360502 0.02 0.02 0.00 0.1101
C 7.570953 0.792549 -2.279963 0.04 -0.01 0.00 -0.0114
C 6.773725 0.339557 -3.321909 -0.04 -0.03 0.00 -0.0314
C 5.395862 0.396659 -3.209346 -0.02 0.02 0.01 -0.0842
C 4.806938 0.937807 -2.051179 0.24 -0.10 0.16 -0.3062
C 5.627457 1.388685 -1.000374 -0.05 0.05 -0.07 -0.1093
C 7.000424 1.317389 -1.123460 0.00 -0.01 0.03 -0.0356
Ge 2.940757 1.163899 -2.113512 0.24 -0.10 -0.93 1.1046
C 2.075513 2.578146 -1.174760 -0.17 -0.28 0.67 -0.3651
C 2.852061 3.642925 -0.651770 -0.07 -0.14 0.17 -0.0488
C 2.235887 4.797854 -0.223932 0.02 0.02 0.03 -0.0115
C 0.845438 4.902358 -0.266378 -0.06 -0.01 -0.01 0.0076
C 0.061350 3.861574 -0.753813 0.05 0.06 0.02 -0.0572
C 0.667758 2.707378 -1.208328 0.04 0.11 -0.24 -0.1926
C 1.986667 0.317138 -3.517698 -0.20 0.02 -0.09 -0.3553
C 2.306566 -0.998047 -3.879559 0.04 -0.06 0.00 -0.1214
C 1.681165 -1.590998 -4.965413 0.01 0.00 0.09 -0.0412
C 0.741843 -0.875087 -5.696201 -0.01 -0.05 -0.06 -0.0299
C 0.418658 0.429221 -5.346903 -0.04 0.09 0.08 -0.0447
C 1.023815 1.024176 -4.250262 0.02 -0.03 -0.04 -0.1001
H 8.647971 0.735644 -2.366790 0.00 0.02 -0.01 0.1297
H 7.226746 -0.054965 -4.220813 -0.01 -0.01 0.00 0.1271
H 4.783625 0.049122 -4.031153 0.00 0.02 -0.02 0.0995
H 5.200161 1.787797 -0.091912 0.00 0.01 0.00 0.0825
H 7.635237 1.669968 -0.322028 -0.01 0.00 0.01 0.1250
H 3.931152 3.572955 -0.620182 0.00 -0.03 -0.01 0.1096
H 2.830053 5.626012 0.137607 0.00 0.00 0.01 0.1335
H 0.370251 5.813558 0.074217 0.01 0.01 -0.01 0.1339
H -1.013870 3.970355 -0.796703 -0.01 0.00 -0.02 0.1239
H 0.061993 1.919369 -1.637732 0.02 0.02 -0.09 0.0720
H 3.051715 -1.559149 -3.325641 0.02 0.01 -0.02 0.1102
H 1.936384 -2.601697 -5.253638 0.00 -0.01 0.02 0.1241
H 0.265630 -1.334096 -6.552447 0.02 0.01 -0.02 0.1259
H -0.292216 0.986790 -5.942026 -0.01 0.01 0.02 0.1223
H 0.775593 2.048799 -3.998628 0.03 0.02 -0.03 0.1042
O 3.626465 0.541136 1.185449 0.00 0.24 0.24 -0.1118
C 3.586423 -0.650574 1.546794 -0.06 -0.15 0.19 -0.3524
O 2.529069 -1.298691 1.179666 0.14 -0.13 0.01 -0.1579
H 4.363507 -1.148562 2.128648 0.01 0.01 -0.01 0.1753
```
Forces are in eV/Å.

Output
frontier orbital gap (alpha / beta)	4.83 / 4.84	eV
total charge	+3
ΔE to the lowest compared entry with this formula, charge and spin	95.65	kJ/mol
highest occupied orbital energy (alpha / beta)	-16.044 / -16.044	eV
F_max	1.05	eV/Å

[3]
The following is a DFT calculation (ωB97M-V with the def2-TZVPD basis set) of a structure of composition C37H34KN2O4PS2.

```
81
Properties=species:S:1:pos:R:3:forces:R:3:lowdin_charge:R:1
K 0.254165 1.175917 1.519023 -0.08 0.37 0.20 0.7064
O -1.103189 -2.073533 -0.806651 -0.01 0.00 0.02 -0.0579
C -0.784534 -3.110418 0.089594 0.01 0.02 -0.04 -0.3312
C -0.456246 -2.527518 1.521058 -0.07 0.03 0.09 -0.6226
O -0.395863 -3.345163 2.452159 0.04 -0.01 0.00 -0.0094
O -0.279751 -1.290587 1.543545 0.01 -0.27 -0.03 -0.1428
C 0.439124 -3.856202 -0.465294 0.02 0.02 -0.02 -0.1363
C 1.433258 -4.408875 0.335049 0.01 -0.02 0.01 -0.0272
C 2.529599 -5.042866 -0.238863 -0.01 0.00 0.00 -0.0945
C 2.647931 -5.141976 -1.617493 0.01 0.00 -0.01 -0.1270
C 1.651560 -4.603106 -2.423347 0.00 -0.01 0.01 -0.1000
C 0.559188 -3.970334 -1.849932 0.01 0.01 0.00 -0.0340
C -1.957153 -4.089869 0.152769 0.02 0.01 0.01 -0.1124
C -1.862937 -5.286042 0.865603 0.00 -0.02 0.00 -0.0241
C -2.933360 -6.163670 0.917485 -0.01 0.01 0.00 -0.0979
C -4.120142 -5.868271 0.254476 0.00 -0.01 0.00 -0.1230
C -4.217830 -4.686655 -0.462153 0.00 0.01 0.01 -0.0888
C -3.142621 -3.805478 -0.515771 -0.02 -0.01 0.00 -0.0175
H -0.970637 -1.202210 -0.363040 -0.05 0.00 0.03 0.0467
H 1.347214 -4.317449 1.410486 0.00 0.01 0.00 0.1100
H 3.303364 -5.451975 0.400871 0.00 0.00 0.00 0.0933
H 3.507580 -5.631476 -2.060908 0.00 0.00 0.00 0.0865
H 1.727556 -4.673348 -3.502815 0.00 0.00 0.00 0.0919
H -0.211384 -3.532078 -2.472100 0.00 0.00 0.01 0.1181
H -0.950594 -5.507595 1.400594 0.00 0.01 0.00 0.1069
H -2.844072 -7.082986 1.485495 0.00 0.00 0.00 0.0896
H -4.958554 -6.554342 0.300272 0.00 0.00 0.00 0.0842
H -5.133558 -4.434387 -0.984570 0.00 0.00 0.00 0.0876
H -3.219945 -2.884316 -1.077171 0.01 0.01 -0.01 0.0893
O 2.476400 0.405516 0.346360 0.16 -0.15 -0.14 -0.6102
S 2.189542 -0.854129 -0.425332 0.04 0.01 -0.06 0.9383
C 3.720420 -1.158347 -1.398142 -0.01 -0.01 0.04 -0.2974
C 3.530581 -0.607994 -2.816537 -0.02 0.01 -0.01 -0.2394
C 2.359682 0.374100 -2.755550 0.00 -0.01 -0.01 -0.2372
C 1.309094 -0.326666 -1.910735 0.02 0.04 -0.01 -0.3266
H 3.943791 -2.225486 -1.370946 -0.02 0.00 0.00 0.0681
H 4.475149 -0.616333 -0.827961 0.01 -0.01 -0.01 0.0835
H 3.269812 -1.428797 -3.490720 0.01 0.00 0.00 0.1006
H 4.448415 -0.150892 -3.193177 -0.01 0.01 0.01 0.0991
H 1.977142 0.626737 -3.746593 0.01 -0.01 0.00 0.1070
H 2.660487 1.300965 -2.262096 0.00 0.00 0.00 0.1109
H 0.936999 -1.236978 -2.387935 0.00 -0.02 0.00 0.0839
H 0.448437 0.275306 -1.588454 -0.01 -0.02 0.01 0.0300
S 2.124669 5.735360 4.317777 -0.01 -0.01 -0.01 0.2451
C 1.508323 4.417928 3.513871 0.00 0.02 0.01 -1.0643
N 1.074756 3.493685 2.950106 -0.03 -0.02 0.01 -0.0685
N -1.323975 0.978688 -0.684036 -0.02 -0.01 0.00 -0.3368
P -2.813510 0.994198 -0.381771 -0.09 -0.01 -0.05 0.6333
C -3.884803 -0.136072 -1.396154 0.04 0.01 -0.03 -0.2697
C -5.158527 -0.583421 -1.056548 -0.01 -0.01 0.00 -0.1011
C -5.856893 -1.444641 -1.894679 0.00 0.01 0.01 -0.1103
C -5.284965 -1.870320 -3.085699 0.01 0.00 -0.01 -0.1201
C -4.010821 -1.435530 -3.430832 -0.02 -0.01 0.00 -0.0981
C -3.317606 -0.578905 -2.588200 0.01 0.00 0.01 -0.0962
C -3.681570 2.612994 -0.657107 0.02 0.00 0.01 -0.2759
C -2.864206 3.672967 -1.031274 0.01 0.01 -0.01 -0.0874
C -3.399373 4.933870 -1.264390 -0.02 0.01 0.00 -0.0970
C -4.764681 5.143706 -1.129171 0.00 0.00 0.00 -0.1193
C -5.591401 4.089271 -0.758730 0.00 0.00 0.00 -0.1086
C -5.050015 2.833228 -0.523724 -0.01 -0.01 0.01 -0.0930
C -3.366092 0.567154 1.323540 0.02 0.03 0.00 -0.2782
C -3.393073 -0.772708 1.709470 0.00 0.00 -0.02 -0.0831
C -3.589944 -1.130241 3.033391 0.01 0.01 0.01 -0.0696
C -3.762136 -0.144481 3.996803 0.00 0.00 0.00 -0.0996
C -3.731404 1.194003 3.630359 0.00 0.00 0.00 -0.0955
C -3.531950 1.546464 2.301242 0.00 -0.01 -0.01 -0.0875
H -5.602897 -0.282843 -0.114393 0.01 -0.01 0.01 0.0975
H -6.841485 -1.796695 -1.607937 0.00 0.00 0.00 0.0925
H -5.822401 -2.553539 -3.733518 0.00 0.00 0.00 0.0895
H -3.550249 -1.784444 -4.348027 0.00 0.00 0.00 0.0937
H -2.304290 -0.259758 -2.808691 0.00 0.01 0.01 0.0935
H -1.801806 3.471290 -1.126296 0.00 -0.01 0.00 0.0870
H -2.749497 5.754982 -1.543318 0.00 0.00 0.00 0.0936
H -5.185664 6.126869 -1.306104 0.00 0.00 0.00 0.0871
H -6.658055 4.249021 -0.647866 0.00 0.00 0.00 0.0890
H -5.701495 2.019082 -0.226595 0.01 0.02 0.00 0.0921
H -3.231475 -1.545569 0.967275 0.01 -0.01 -0.01 0.0929
H -3.568830 -2.176226 3.313516 0.00 0.00 0.00 0.1065
H -3.895694 -0.418973 5.036600 0.00 0.00 0.00 0.0916
H -3.841406 1.966723 4.381918 0.00 0.00 0.00 0.0949
H -3.485395 2.594183 2.025396 -0.01 0.01 0.00 0.1053
```
Forces are in eV/Å.

Output
frontier orbital gap	6.51	eV
total charge	-2
ΔE to the lowest compared entry with this formula, charge and spin	0.00	kJ/mol
highest occupied orbital energy	-2.435	eV
F_max	0.43	eV/Å